(1)
ORCA calculation (ωB97M-V/def2-TZVPD) on C4H5O2Tl as an isolated structure.

The calculation puts the HOMO energy (spin up / spin down) at -10.27 / -13.04 eV. The charge is +1. Its spin multiplicity is 2. As for the expectation value of S²: 0.780.

Each line ends with the Löwdin spin population.
Atoms and positions in Å:
O (1.3602, 0.3709, -0.8959)  0.14
C (1.1643, 1.5110, -0.6547)  0.24
Tl (1.1765, -1.9856, -2.3496)  0.01
H (0.2713, 3.1216, -0.9699)  0.00
O (2.7837, 5.5695, 1.4276)  0.00
C (1.7364, 5.0399, 0.6306)  0.07
C (1.9425, 3.5722, 0.4608)  0.45
C (1.2921, 2.8397, -0.5406)  0.04
H (3.2275, 6.2683, 0.9388)  0.00
H (1.7010, 5.5357, -0.3539)  0.01
H (0.7632, 5.2177, 1.1257)  0.02
H (2.5409, 3.0494, 1.2099)  0.02

(2)
ORCA calculation (ωB97M-V/def2-TZVPD) on one molecule with the formula C9H10N2O.

Its structure (SMILES) is Oc1ccc(C2=NCCC2)cn1. The calculation puts the HOMO energy at -8.81 eV.

Each line ends with the Löwdin charge.
Atoms and positions in Å:
N (-0.0877, -1.7775, -0.8216)  0.11
N (0.7703, 2.7825, 0.5487)  0.12
O (2.0104, 4.2425, -0.6464)  0.06
C (-0.3151, -0.7698, -0.0095)  -0.28
C (0.2257, 1.5595, 0.7418)  -0.06
C (1.3720, 3.0424, -0.6126)  -0.39
C (1.3280, 2.1197, -1.6456)  0.00
C (0.7147, 0.8697, -1.4916)  0.00
C (0.1897, 0.5696, -0.2431)  -0.18
C (-0.6033, -2.9902, -0.1751)  -0.23
C (-0.9909, -1.1278, 1.2737)  -0.12
C (-1.5705, -2.5318, 0.8965)  -0.17
H (1.7814, 4.6772, 0.2030)  0.12
H (-0.1657, 1.3913, 1.7256)  0.11
H (1.8184, 2.3311, -2.6084)  0.12
H (0.7314, 0.1217, -2.2970)  0.12
H (-1.0314, -3.6645, -0.8823)  0.09
H (0.2159, -3.5736, 0.2477)  0.11
H (-0.3209, -1.1908, 2.1501)  0.13
H (-1.8418, -0.4712, 1.4675)  0.11
H (-2.5648, -2.4089, 0.4456)  0.11
H (-1.6656, -3.2012, 1.7329)  0.10

(3)
ORCA calculation (ωB97M-V/def2-TZVPD) on C4H7F as an isolated structure.

The calculation puts the HOMO energy at -9.74 eV.

Each line ends with the Löwdin charge.
Atoms and positions in Å:
C (1.1934, -1.1396, -0.1112)  -0.08
C (0.5705, 0.2104, -0.4571)  -0.61
C (-0.3830, 0.6157, 0.5541)  -0.19
C (-1.7325, 0.8380, 0.3783)  0.02
H (0.9770, -1.2358, 1.3458)  0.19
H (0.5096, -2.1334, -0.8816)  0.19
H (2.3495, -0.9618, -0.5115)  0.09
H (1.3241, 0.9125, -0.8006)  0.14
H (-0.0304, 1.3155, 1.5327)  0.16
H (-2.4011, 1.2185, 1.0703)  0.01
H (-2.1656, 0.3173, -0.6283)  0.12
F (-0.2115, 0.0427, -1.4910)  -0.03

(4)
ORCA calculation (ωB97M-V/def2-TZVPD) on a 2-piece molecular cluster, C5H12N2O overall.

Its structure (SMILES) is [H]/N=C\NC.CC(C)=O. The calculation puts the HOMO energy at -8.69 eV.

Each line ends with the Löwdin charge.
Atoms and positions in Å:
C (-0.8843, 2.2033, -0.6883)  -0.07
C (2.2239, -0.5047, 0.7045)  -0.05
N (-0.6352, 0.9241, -0.0124)  -0.13
C (1.1110, -0.2631, -0.2915)  -0.43
O (1.3635, 0.3663, -1.2896)  0.00
H (-0.2499, 1.0474, 0.9191)  0.12
H (-0.3093, 3.0102, -0.2317)  0.09
H (-0.5842, 2.1151, -1.7333)  0.08
H (-1.9467, 2.4389, -0.6909)  0.08
H (2.7085, 0.4373, 0.9682)  0.08
H (2.9885, -1.1100, 0.2195)  0.09
H (1.8981, -1.0417, 1.5920)  0.07
C (0.1500, -1.8719, -0.2822)  -0.03
C (-1.6905, -0.0663, -0.0659)  -0.32
N (-2.3900, -0.4539, 0.9266)  0.10
H (-1.9345, -0.3082, 1.8264)  0.05
H (-2.0976, -0.1335, -1.0704)  0.13
H (-0.6862, -2.0951, -0.9384)  0.04
H (-0.0157, -2.1954, 0.7477)  0.04
H (0.9806, -2.4989, -0.6093)  0.04

(5)
ORCA calculation (ωB97M-V/def2-TZVPD) on C10H5Cl2HoLuNO3 as an isolated structure.

The calculation puts the HOMO energy (spin up / spin down) at -21.76 / -19.12 eV. The charge is +4. Its spin multiplicity is 5. As for the expectation value of S²: 6.082.

Each line ends with the Löwdin spin population.
Atoms and positions in Å:
Lu (-1.2686, 0.1278, -5.6362)  0.00
Ho (0.7587, 0.4241, -2.0525)  3.07
Cl (-0.7127, -1.4862, -3.7179)  0.00
Cl (-0.4719, 2.0508, -3.6732)  0.00
C (1.8125, 2.2972, -1.2225)  -0.03
C (0.2931, -1.2250, -6.5663)  0.00
C (0.3615, 1.2729, -6.7712)  0.00
O (2.2767, 3.2952, -0.8546)  -0.02
O (1.1964, -1.8780, -6.8784)  0.00
O (1.2552, 1.7651, -7.3206)  0.00
N (-0.1785, 0.0472, -0.1380)  -0.03
C (-0.3704, -0.2014, 1.0009)  -0.01
C (-0.4299, -0.4399, 2.3665)  0.03
C (-1.6533, -0.3611, 3.0669)  0.27
C (-1.6590, -0.4578, 4.4580)  0.23
C (-0.4591, -0.6526, 5.1536)  -0.01
C (0.7477, -0.7957, 4.4601)  0.20
C (0.7689, -0.7030, 3.0701)  0.28
H (-2.5824, -0.2150, 2.5054)  0.01
H (-2.6007, -0.3733, 4.9929)  0.01
H (-0.4675, -0.6983, 6.2441)  0.00
H (1.6761, -0.9722, 4.9971)  0.01
H (1.7073, -0.8208, 2.5158)  0.01

(6)
ORCA calculation (ωB97M-V/def2-TZVPD) on C30H33CuN2O2SSi as an isolated structure.

The calculation puts the HOMO energy at -2.12 eV. The charge is -2.

Each line ends with the Löwdin charge.
Atoms and positions in Å:
Cu (-0.7324, 1.0539, 2.5120)  0.24
C (1.4724, 3.2558, -0.6356)  -0.08
C (1.7682, 1.8554, -0.0956)  -0.21
C (1.2447, 0.7681, -0.9954)  -0.17
C (2.0760, 0.1586, -1.9224)  -0.06
C (1.5954, -0.8329, -2.7678)  -0.10
C (0.2711, -1.2186, -2.6732)  -0.06
C (-0.5994, -0.6350, -1.7524)  -0.17
C (-2.0287, -1.1243, -1.7096)  -0.19
C (-2.8933, -0.5314, -2.8306)  -0.09
C (-0.1043, 0.3750, -0.9184)  -0.17
N (-0.8873, 0.9696, 0.0898)  0.07
C (-1.8813, 1.7173, -0.2077)  -0.10
C (-2.6565, 2.3589, 0.8136)  -0.34
C (-3.7602, 3.2043, 0.6970)  -0.09
C (-4.1001, 3.5740, 2.0057)  -0.14
C (-3.1876, 2.9202, 2.8390)  -0.21
N (-2.3116, 2.1911, 2.1270)  -0.05
H (1.8771, 4.0200, 0.0320)  0.07
H (0.3975, 3.4209, -0.7208)  0.06
H (1.9148, 3.3946, -1.6254)  0.07
H (1.3181, 1.7510, 0.8936)  0.06
H (2.8463, 1.7307, 0.0320)  0.10
H (3.1173, 0.4609, -1.9688)  0.10
H (2.2547, -1.3122, -3.4817)  0.09
H (-0.1117, -2.0035, -3.3174)  0.11
H (-2.4743, -0.9064, -0.7387)  0.11
H (-2.0226, -2.2112, -1.8141)  0.11
H (-3.2269, 0.4770, -2.5788)  0.05
H (-3.7669, -1.1508, -3.0370)  0.06
H (-2.3178, -0.4626, -3.7568)  0.07
H (-2.1600, 1.9021, -1.2510)  0.13
H (-4.2450, 3.4986, -0.2224)  0.08
H (-4.9064, 4.2208, 2.3173)  0.07
H (-3.1265, 2.9533, 3.9175)  0.08
O (-5.6023, -6.2937, -9.3774)  0.07
C (-6.3044, -5.2064, -8.9213)  -0.50
O (-6.8694, -4.5228, -9.7424)  0.06
C (-6.2460, -4.9425, -7.4801)  -0.19
C (-6.7595, -3.7305, -6.9945)  -0.05
C (-6.7338, -3.4219, -5.6562)  -0.14
C (-6.2008, -4.3082, -4.6819)  -0.83
S (-6.1836, -3.9423, -3.0120)  0.38
C (-5.6897, -5.5310, -5.1923)  -0.15
C (-5.7107, -5.8307, -6.5336)  -0.07
H (-5.1256, -6.6800, -8.6346)  0.07
H (-7.1776, -3.0334, -7.7104)  0.11
H (-7.1308, -2.4763, -5.3090)  0.08
H (-5.2797, -6.2397, -4.4841)  0.08
H (-5.3191, -6.8037, -6.8250)  0.10
C (1.0879, -0.1442, 5.4259)  -0.27
Si (0.9982, -0.0283, 3.5155)  0.47
C (1.2748, -1.8388, 2.9741)  -0.28
C (2.6888, 0.8080, 3.1273)  -0.32
C (3.7415, 0.1700, 2.4674)  -0.11
C (4.9277, 0.8307, 2.1618)  -0.12
C (5.0999, 2.1588, 2.5221)  -0.13
C (4.0715, 2.8182, 3.1866)  -0.11
C (2.8900, 2.1505, 3.4724)  -0.13
H (1.9807, -0.6879, 5.7532)  0.01
H (0.2068, -0.6577, 5.8211)  0.00
H (1.1125, 0.8522, 5.8759)  0.00
H (2.1590, -2.2924, 3.4364)  0.01
H (1.3770, -1.9085, 1.8875)  0.01
H (0.4053, -2.4407, 3.2515)  0.01
H (3.6318, -0.8661, 2.1667)  0.08
H (5.7175, 0.3059, 1.6349)  0.09
H (6.0197, 2.6791, 2.2804)  0.08
H (4.1872, 3.8600, 3.4655)  0.09
H (2.0851, 2.6921, 3.9623)  0.09

(7)
ORCA calculation (ωB97M-V/def2-TZVPD) on one molecule with the formula CF2N2O4.

Its structure (SMILES) is O=[N+]([O-])C(F)(F)[N+](=O)[O-]. The calculation puts the HOMO energy at -11.53 eV.

Each line ends with the Löwdin charge.
Atoms and positions in Å:
C (0.1792, -0.4214, 0.2613)  -0.36
N (0.6625, 0.3902, -1.2525)  -0.29
N (-0.9549, 0.2389, 0.9466)  -0.35
O (1.4638, 1.2343, -1.0855)  0.16
O (-2.0192, 0.0849, 0.4501)  0.16
O (0.1392, -0.1830, -2.1319)  0.16
O (-0.6237, 0.8326, 1.9062)  0.17
F (1.2653, -0.5567, 1.0492)  0.16
F (-0.1122, -1.6199, -0.1435)  0.19

Number 1: strongest force on any atom 2.5 eV Å⁻¹. Number 2: strongest force on any atom 2.4 eV Å⁻¹. Number 3: strongest force on any atom 8.1 eV Å⁻¹. Number 4: strongest force on any atom 4.6 eV Å⁻¹. Number 5: strongest force on any atom 8.0 eV Å⁻¹. Number 6: strongest force on any atom 0.4 eV Å⁻¹. Number 7: strongest force on any atom 5.1 eV Å⁻¹.